{"formula": "IMn", "method": "wB97M-V/def2-TZVPD", "elements": ["Mn", "I"], "coordinates": [[-27.565, -16.129, 12.293], [-27.431, -14.665, 9.992]], "lowdin_spin": [5.7589, 0.2411], "energy_ha": -1448.65985, "s2": 12.00, "multiplicity": 7, "lumo_energy_ev": [-0.09, -1.31], "orbital_gap_ev": [7.69, 7.91], "homo_energy_ev": [-7.78, -9.22], "e_above_lowest_kj_mol": 0.0}